[1]
# C2H3N2O2

A 2-piece molecular cluster, C2H3N2O2 overall at a distorted geometry (ωB97M-V/def2-TZVPD, the OMol25 dataset).

```
! wB97M-V def2-TZVPD RIJCOSX def2/J DEFGRID3
* xyz -1 1
C -2.38 -0.07 -0.11
C -1.19 0.13 0.34
N 1.78 0.41 -0.77
N 1.46 -0.40 0.23
O 2.01 0.03 1.33
O 1.03 -1.54 0.17
H 1.07 0.83 -1.48
H -3.52 -0.03 0.09
H -0.24 0.63 0.20
*
```

The HOMO energy is -3.325 eV. The calculation puts the gap between HOMO and LUMO at 7.3233 eV. As for the LUMO energy: 3.998 eV. Its energy above the lowest of the compared OMol25 structures with the same formula, charge and spin is 625.5 kJ/mol.

These are the Mulliken partial charges, in e, on atoms 1 to 6: C -0.227; C -0.268; N -0.719; N 0.820; O -0.621; O -0.573

[2]
# C2H3N2O2

A 2-piece molecular cluster, C2H3N2O2 overall at a distorted geometry (ωB97M-V/def2-TZVPD, the OMol25 dataset).

```
! wB97M-V def2-TZVPD RIJCOSX def2/J DEFGRID3
* xyz -1 1
C 2.61 0.14 -0.02
C -1.76 -0.14 -0.10
N 0.42 0.26 0.79
N -0.26 -0.13 -0.17
O 2.51 -0.86 -0.60
O 2.95 1.20 0.32
H -2.14 0.33 0.78
H -2.17 -1.04 0.01
H -2.18 0.24 -1.00
*
```

The HOMO energy is -1.156 eV. The calculation puts the gap between HOMO and LUMO at 5.2954 eV. As for the LUMO energy: 4.139 eV. Its energy above the lowest of the compared OMol25 structures with the same formula, charge and spin is 104.5 kJ/mol.

These are the Mulliken partial charges, in e, on atoms 1 to 6: C 0.720; C -1.308; N -0.693; N 0.143; O -0.472; O -0.503